Entry 1:
The following is a quantum chemistry calculation of a molecular structure, C19H21AlIN3O8S2, from the Open Molecules 2025 dataset.

As for the total charge: -2. The energy above the lowest of the compared OMol25 structures with the same formula, charge and spin is 0.000 eV. The calculation puts the HOMO-LUMO gap at 0.250 Eh.

Element x y z (Å)
Al (0.50375, -0.43250, -0.86522)
C (1.54453, -3.62547, 2.50905)
C (0.54168, -2.82052, 1.71522)
S (1.22875, -1.30180, 1.16727)
C (-0.71791, -3.26763, 1.58988)
C (-1.22071, -4.54570, 2.20822)
S (-2.00231, -2.38419, 0.73542)
H (2.52051, -3.16081, 2.40487)
H (1.59235, -4.65131, 2.14822)
H (1.27861, -3.63714, 3.56807)
H (-0.62291, -4.84401, 3.06504)
H (-1.21697, -5.36081, 1.48007)
H (-2.24994, -4.40095, 2.53459)
O (3.16389, -0.08057, -3.80512)
C (2.46281, 0.28936, -2.87885)
O (1.51161, -0.41685, -2.37143)
C (2.64782, 1.66501, -2.29510)
C (3.35135, 2.59330, -3.00908)
C (3.48963, 3.91168, -2.53935)
C (2.87177, 4.27649, -1.34521)
C (2.20303, 3.34064, -0.58625)
C (2.08023, 1.96341, -1.00710)
O (1.50590, 1.09934, -0.30338)
N (1.61570, 3.78557, 0.63402)
O (1.26637, 4.96062, 0.68658)
O (1.51794, 3.01688, 1.56456)
N (4.23493, 4.86205, -3.25841)
O (4.78156, 4.52424, -4.30367)
O (4.31915, 6.00456, -2.81167)
H (3.79833, 2.29945, -3.94838)
H (2.94091, 5.29862, -0.99623)
N (-0.72928, -3.68523, -2.77979)
C (-0.94435, -2.94250, -1.72422)
O (-0.25339, -1.94514, -1.45277)
C (-2.08397, -3.33556, -0.82353)
I (-2.21065, -6.50817, -3.28132)
H (0.04417, -3.42036, -3.37480)
H (-1.24695, -4.61584, -2.97092)
H (-3.03664, -3.07697, -1.28960)
H (-2.05790, -4.40523, -0.61999)
C (-2.84683, 0.41989, 2.51630)
C (-2.48115, 1.60422, 1.61218)
C (-3.74799, 2.33102, 1.14796)
C (-1.56166, 2.56347, 2.37706)
C (-1.73066, 1.08837, 0.46774)
C (-1.09869, 0.66320, -0.47516)
H (-3.31534, 0.77151, 3.43745)
H (-1.94968, -0.14349, 2.76454)
H (-3.52828, -0.25873, 2.00691)
H (-4.32175, 2.68739, 2.00413)
H (-4.37392, 1.66159, 0.56081)
H (-3.48354, 3.18418, 0.52643)
H (-2.02370, 2.88502, 3.31153)
H (-1.34412, 3.44393, 1.77639)
H (-0.61608, 2.07247, 2.59605)

Partial charges, Löwdin, in e: Al -0.231; C -0.152; C -0.703; S 0.800; C -0.615; C -0.134; S 0.946; H 0.039; H 0.076; H 0.075; H 0.055; H 0.076; H 0.057; O 0.059; C -0.526; O 0.046; C -0.025; C 0.075; C -0.166; C 0.081; C -0.056; C -0.222; O -0.043; N -0.347; O 0.035; O 0.097; N -0.379; O 0.038; O 0.025; H 0.128; H 0.126; N 0.158; C -0.490; O 0.006; C -0.335; I -0.367; H 0.128; H -0.225; H 0.093; H 0.058; C -0.078; C -0.622; C -0.062; C -0.056; C -0.138; C 0.026; H 0.075; H 0.077; H 0.055; H 0.073; H 0.079; H 0.079; H 0.076; H 0.077; H 0.079



Entry 2:
The following is a quantum chemistry calculation of a molecular structure, C19H21BBrN10S2Zr, from the Open Molecules 2025 dataset.

As for the total charge: +3. The calculation puts the HOMO-LUMO gap at 0.248 Eh.

Element x y z (Å)
Zr (0.57294, 0.44267, 0.07985)
N (4.54439, 0.78338, -1.83023)
C (3.64015, -0.05471, -1.35438)
N (2.55345, 0.64602, -1.01720)
C (2.89812, 1.93789, -1.34050)
N (4.09692, 2.05643, -1.83011)
C (1.93327, 3.01504, -1.14646)
C (2.14900, 4.32101, -1.55920)
N (1.22922, 5.25935, -1.37348)
C (0.09643, 4.90343, -0.78146)
C (-0.14546, 3.59579, -0.37964)
N (0.77784, 2.64246, -0.56275)
H (5.47344, 0.57462, -2.17966)
H (3.77415, -1.12141, -1.26494)
H (3.07580, 4.60139, -2.04584)
H (-0.65088, 5.67123, -0.62343)
H (-1.08513, 3.31466, 0.07665)
C (1.76694, -2.96202, 1.99025)
N (0.35047, -2.86569, 1.63855)
C (-0.65418, -3.39463, 2.39394)
C (-1.80222, -3.26242, 1.67170)
N (-1.49886, -2.66598, 0.48131)
B (-2.70472, -2.48445, -0.56473)
N (-2.25504, -1.78282, -1.87816)
C (-2.33730, -2.35048, -3.12893)
C (-2.07135, -1.38634, -4.04460)
N (-1.81285, -0.22814, -3.34372)
C (-1.53331, 1.07549, -3.93968)
C (-1.93686, -0.50312, -2.03836)
S (-1.76963, 0.63883, -0.72790)
C (-0.18656, -2.42405, 0.46590)
S (0.81352, -1.82375, -0.84942)
H (1.83855, -3.13405, 3.06050)
H (2.29136, -2.04146, 1.74068)
H (2.23081, -3.79106, 1.45862)
H (-0.47577, -3.84101, 3.35757)
H (-2.80958, -3.56521, 1.90361)
H (-3.07776, -3.58446, -0.84031)
H (-3.52194, -1.80939, 0.00094)
H (-2.60620, -3.38365, -3.26020)
H (-2.06002, -1.41578, -5.12015)
H (-1.48296, 0.95266, -5.01714)
H (-0.57805, 1.45725, -3.58215)
H (-2.32886, 1.77639, -3.69608)
Br (2.37648, 1.35211, 2.25122)
C (0.73067, 0.88747, 3.08575)
C (0.53041, 1.01755, 4.43363)
C (-0.72406, 0.63724, 4.91127)
C (-1.68210, 0.15060, 4.03134)
C (-1.38279, 0.05710, 2.68851)
N (-0.17239, 0.43312, 2.20758)
H (1.30388, 1.39833, 5.08579)
H (-0.94320, 0.72611, 5.96803)
H (-2.66134, -0.14787, 4.37903)
H (-2.09683, -0.30166, 1.95858)

Partial charges, Löwdin, in e: Zr 1.220; N 0.104; C -0.098; N -0.086; C -0.322; N 0.199; C -0.191; C 0.001; N 0.162; C -0.036; C -0.082; N -0.062; H 0.200; H 0.146; H 0.146; H 0.140; H 0.103; C 0.008; N -0.117; C 0.010; C -0.016; N 0.016; B -0.374; N -0.018; C 0.006; C 0.020; N -0.093; C 0.016; C -0.687; S 0.713; C -0.671; S 0.723; H 0.110; H 0.060; H 0.117; H 0.150; H 0.152; H 0.098; H 0.088; H 0.145; H 0.147; H 0.110; H 0.083; H 0.109; Br 0.940; C -0.681; C -0.032; C 0.037; C 0.016; C -0.092; N -0.155; H 0.137; H 0.146; H 0.140; H 0.096



Entry 3:
The following is a quantum chemistry calculation of a molecular structure, C19H21BNOZn, from the Open Molecules 2025 dataset.

As for the total charge: -1. The calculation puts the HOMO-LUMO gap at 0.191 Eh.

Element x y z (Å)
C (-1.80972, 1.63795, -0.54085)
C (-0.55947, 2.11570, -1.16739)
C (-0.07781, 1.12490, -2.07502)
H (0.02686, 2.98468, -0.79964)
C (-1.02677, 0.01217, -2.07115)
C (-1.99889, 0.26666, -1.03060)
H (-2.95393, -0.26523, -0.86030)
H (-2.69051, 2.16909, -0.18957)
H (0.75633, 1.26331, -2.79052)
H (-1.08283, -0.77839, -2.83950)
C (1.57863, -0.09417, 1.77764)
C (0.65793, 0.69847, 2.51073)
C (-0.66464, 0.04975, 2.42306)
H (0.90587, 1.77971, 2.60439)
C (-0.48411, -1.22257, 1.78053)
C (0.94503, -1.38410, 1.50693)
H (1.48185, -2.34411, 1.36535)
H (2.65868, 0.13415, 1.69146)
H (-1.68375, 0.20251, 2.86374)
H (-1.20980, -2.04655, 1.89966)
Zn (0.10012, -0.21990, -0.17774)
O (1.87030, -2.57253, -2.32410)
C (2.69960, -1.98364, -3.34075)
C (1.91554, -3.26377, -3.61557)
H (2.28524, -1.07764, -3.79206)
H (3.79037, -2.08310, -3.23481)
H (1.02315, -3.17077, -4.25232)
H (1.77090, -5.05445, -5.64012)
C (2.44908, -5.40637, -4.84682)
C (2.62189, -4.57244, -3.70113)
C (3.50688, -4.99296, -2.67712)
H (3.63816, -4.36938, -1.77978)
C (4.16889, -6.22546, -2.78319)
H (4.82976, -6.55038, -1.96994)
C (3.98872, -7.04346, -3.91557)
H (4.51338, -8.00218, -3.99778)
C (3.12722, -6.63002, -4.95141)
H (2.97423, -7.25403, -5.84332)
B (-2.14429, 3.60586, 2.77556)
C (-1.40107, 2.66787, 1.87616)
N (-0.97719, 1.80246, 1.20523)
H (-3.28655, 3.38087, 2.52028)
H (-1.66177, 4.57795, 2.27993)
H (-1.74897, 3.27686, 3.85753)

Partial charges, Löwdin, in e: C -0.202; C -0.170; C -0.232; H 0.097; C -0.247; C -0.204; H 0.092; H 0.109; H 0.082; H 0.083; C -0.217; C -0.149; C -0.176; H 0.100; C -0.233; C -0.231; H 0.088; H 0.086; H 0.122; H 0.093; Zn 0.820; O -0.077; C -0.085; C -0.220; H 0.105; H 0.117; H 0.143; H 0.110; C -0.042; C -0.174; C -0.027; H 0.121; C -0.088; H 0.101; C -0.103; H 0.096; C -0.098; H 0.100; B -0.446; C -0.245; N -0.016; H 0.006; H 0.004; H 0.005



Entry 4:
The following is a quantum chemistry calculation of 5 unconnected molecules or ions with the total composition C19H21Br3N4O2, from the Open Molecules 2025 dataset.

The SMILES is O=[N+]([O-])c1ccccc1.c1cc[nH]c1.c1cc[nH]c1.c1cc[nH]c1.BrC(Br)Br. The calculation puts the HOMO-LUMO gap at 0.273 Eh.

Element x y z (Å)
O (1.46571, 0.46915, 0.21521)
N (0.63294, -0.30940, -0.20852)
O (0.40986, -0.23146, -1.36744)
C (0.07111, -1.30857, 0.68740)
C (-0.21818, -1.00008, 2.00435)
C (-0.61438, -1.96125, 2.83493)
C (-0.84221, -3.22339, 2.30728)
C (-0.78118, -3.48777, 0.95521)
C (-0.19218, -2.51740, 0.11738)
H (-0.06599, 0.00151, 2.37860)
H (-0.71038, -1.75410, 3.89052)
H (-0.86437, -4.06365, 2.98543)
H (-0.98084, -4.45561, 0.51951)
H (0.04799, -2.77392, -0.90386)
C (8.74325, 6.66796, 1.57764)
C (9.46612, 5.68336, 0.85482)
C (8.54956, 4.86992, 0.25324)
N (7.31131, 5.33612, 0.48708)
C (7.41954, 6.39543, 1.36328)
H (9.18043, 7.42691, 2.20953)
H (10.53509, 5.65618, 0.70328)
H (8.66957, 4.03855, -0.42560)
H (6.48686, 5.11925, -0.05456)
H (6.53944, 6.86071, 1.78202)
C (-0.24328, 5.59046, -7.73749)
C (-0.89655, 4.37578, -7.94477)
C (-0.76728, 3.65037, -6.81790)
N (-0.06613, 4.28673, -5.90022)
C (0.27097, 5.46556, -6.51602)
H (-0.10923, 6.40832, -8.42999)
H (-1.46129, 4.06048, -8.80967)
H (-1.15147, 2.65610, -6.64406)
H (0.32176, 3.92318, -5.04145)
H (0.87422, 6.14115, -5.92776)
C (-6.94842, -2.38449, 1.72747)
C (-6.90118, -3.54512, 2.46338)
C (-6.40295, -3.31055, 3.72647)
N (-6.12643, -1.97030, 3.80431)
C (-6.54408, -1.38099, 2.60542)
H (-7.31617, -2.28207, 0.71718)
H (-7.02435, -4.53318, 2.04508)
H (-5.97387, -3.94709, 4.48615)
H (-5.68762, -1.50827, 4.58793)
H (-6.25980, -0.35444, 2.42714)
Br (-0.99028, -10.11769, 4.52752)
C (-2.38949, -10.70024, 3.19842)
Br (-1.89423, -10.30272, 1.33797)
Br (-4.14812, -9.87014, 3.71969)
H (-2.42382, -11.78928, 3.22847)

Partial charges, Löwdin, in e: O 0.064; N -0.377; O 0.094; C -0.157; C -0.026; C -0.080; C -0.071; C -0.045; C 0.010; H 0.128; H 0.116; H 0.110; H 0.108; H 0.126; C -0.111; C -0.117; C -0.170; N 0.002; C -0.147; H 0.091; H 0.090; H 0.108; H 0.151; H 0.102; C -0.112; C -0.124; C -0.199; N 0.034; C -0.175; H 0.101; H 0.096; H 0.113; H 0.158; H 0.107; C -0.115; C -0.151; C -0.141; N 0.000; C -0.123; H 0.096; H 0.093; H 0.104; H 0.142; H 0.097; Br 0.487; C -1.483; Br 0.532; Br 0.495; H -0.031



Entry 5:
The following is a quantum chemistry calculation of a molecular structure, C19H21Br4GeO2SeTc, from the Open Molecules 2025 dataset.

As for the total charge: -1. The energy above the lowest of the compared OMol25 structures with the same formula, charge and spin is 0.826 eV. The calculation puts the HOMO-LUMO gap (alpha / beta) at 0.253 / 0.245 Eh. As for the expectation value of S²: 3.93. As for the spin multiplicity: 4.

Element x y z (Å)
Tc (1.09406, 0.70571, 0.83068)
Br (4.68470, 6.51860, -1.36850)
C (4.23471, 4.73918, -0.88449)
C (5.20281, 3.75878, -0.87475)
Br (6.91157, 4.10164, -1.78056)
C (4.84569, 2.47496, -0.43984)
Br (5.98644, 0.91607, -0.53923)
C (3.55325, 2.18468, 0.02467)
O (3.18050, 0.99669, 0.42869)
C (2.57696, 3.18122, 0.09473)
O (1.39496, 2.83090, 0.51790)
C (2.95876, 4.46831, -0.33076)
Br (1.60453, 5.70780, -0.17836)
C (-1.36258, 3.08140, -0.69059)
Ge (-1.95791, 2.19148, 0.94818)
C (-3.65300, 1.23631, 0.51984)
C (-2.38237, 3.51980, 2.20734)
C (-0.65088, 0.77810, 1.49698)
H (-2.17502, 2.75473, -1.40381)
H (-0.38145, 2.72050, -1.05973)
H (-1.22179, 4.14924, -0.55474)
H (-3.71647, 1.08533, -0.55481)
H (-4.54954, 1.75175, 0.90561)
H (-3.42617, 0.32502, 1.03911)
H (-2.90368, 4.36998, 1.76705)
H (-1.55987, 3.91557, 2.75616)
H (-3.11339, 3.03708, 2.94448)
H (-0.85723, 0.18672, 2.43357)
C (-2.73841, -5.73721, -0.63386)
C (-1.63518, -4.75346, -0.64693)
C (-1.83154, -3.43720, -1.07907)
C (-0.88282, -2.39905, -0.98051)
C (-1.13835, -1.02269, -1.54214)
C (0.31825, -2.73441, -0.35182)
Se (1.80404, -1.51156, -0.09218)
C (0.57934, -4.07761, 0.09308)
C (1.71976, -4.39484, 1.04567)
C (-0.42843, -5.05209, -0.05130)
H (-3.40611, -5.73525, -1.59720)
H (-3.54021, -5.51836, 0.18233)
H (-2.48326, -6.75271, -0.44473)
H (-2.81512, -3.17374, -1.44631)
H (-0.34861, -0.64263, -2.17016)
H (-1.16260, -0.40145, -0.65897)
H (-2.03290, -0.96369, -2.15861)
H (1.48093, -4.05488, 2.09371)
H (2.60444, -3.84947, 0.74701)
H (1.95799, -5.41783, 1.07843)
H (-0.33875, -6.05739, 0.35875)

Partial charges, Löwdin, in e: Tc 1.185; Br 0.659; C -0.764; C -0.706; Br 0.605; C -0.596; Br 0.700; C -0.450; O -0.381; C -0.452; O -0.270; C -0.676; Br 0.785; C -0.237; Ge 0.693; C -0.221; C -0.255; C -0.460; H 0.024; H 0.006; H -0.007; H 0.003; H 0.019; H -0.011; H 0.023; H 0.005; H 0.045; H -0.021; C -0.091; C -0.315; C -0.018; C -0.288; C -0.084; C -0.507; Se 0.707; C -0.282; C -0.114; C -0.035; H 0.105; H 0.105; H 0.044; H 0.107; H 0.065; H 0.010; H 0.077; H 0.104; H 0.008; H 0.047; H 0.112